The following is a quantum chemistry calculation of an isolated molecule of C27H22N4O6 at a distorted geometry, from OMol25.

```
! wB97M-V def2-TZVPD RIJCOSX def2/J DEFGRID3
* xyz 0 1
C -2.583 -4.860 -1.159
C -2.863 -3.434 -0.709
O -1.730 -2.592 -0.912
C -0.779 -2.596 0.010
O -0.769 -3.301 0.992
C 0.317 -1.637 -0.299
C 1.567 -1.928 0.145
C 2.645 -1.034 -0.066
C 3.969 -1.365 0.360
O 4.336 -2.385 0.903
N 4.938 -0.331 0.090
C 6.227 -0.568 0.452
C 7.206 0.348 0.245
C 6.875 1.580 -0.361
C 5.588 1.823 -0.725
C 4.572 0.856 -0.507
N 3.344 1.122 -0.879
C 2.386 0.203 -0.681
N 1.135 0.499 -1.091
C 0.829 1.821 -1.616
C -0.118 2.528 -0.700
C -0.098 2.690 0.655
C -1.273 3.409 0.982
C -1.913 3.629 -0.197
O -1.222 3.098 -1.217
C 0.053 -0.379 -0.975
N -1.040 0.051 -1.444
C -2.355 -0.171 -1.566
O -2.885 -0.590 -2.575
C -3.164 0.429 -0.450
C -4.337 1.076 -0.816
C -5.136 1.697 0.125
C -4.760 1.665 1.455
C -3.606 1.009 1.844
C -2.794 0.383 0.903
O -1.658 -0.299 1.218
C -1.301 -0.440 2.572
H -2.274 -4.867 -2.201
H -3.483 -5.459 -1.051
H -1.794 -5.295 -0.551
H -3.132 -3.415 0.353
H -3.652 -2.976 -1.308
H 1.761 -2.854 0.666
H 6.387 -1.534 0.910
H 8.219 0.133 0.540
H 7.645 2.316 -0.530
H 5.281 2.744 -1.191
H 1.779 2.352 -1.707
H 0.351 1.720 -2.594
H 0.658 2.342 1.329
H -1.591 3.719 1.956
H -2.833 4.127 -0.430
H -4.602 1.078 -1.862
H -6.042 2.201 -0.176
H -5.369 2.148 2.205
H -3.342 0.992 2.890
H -0.426 -1.089 2.576
H -1.047 0.526 3.020
H -2.097 -0.917 3.150
*
```

The SMILES is CCOC(=O)c1cc2c(=O)n3ccccc3nc2n(Cc2ccco2)/c1=N/C(=O)c1ccccc1OC. The energy above the lowest of the compared OMol25 structures with the same formula, charge and spin is 0.070 eV. For the gap between HOMO and LUMO, the calculation gives 7.402 eV. For the total energy, the calculation gives -46601.846 eV.